No. 1
The following is a DFT calculation (the ωB97M-V functional and the def2-TZVPD basis) of 6 unconnected molecules or ions with the total composition C2H15NO5.

Properties
- Kohn-Sham gap (eV) = 10.5
- highest occupied orbital energy (eV) = -9.991
- E_LUMO (eV) = 0.5
- SMILES string = C=NC.O.O.O.O.O
- total energy (Eh) = -516.1165
- ΔE to the lowest compared entry with this formula, charge and spin (kJ/mol) = 114.4

Geometry as ORCA input:
```
! RIJCOSX wB97M-V def2-TZVPD def2/J DEFGRID3
* xyz 0 1
C 1.15174 0.88417 -0.76614
N 0.17267 1.37876 -1.47979
C -0.19672 0.57973 -2.64719
H 1.28725 1.22507 0.24213
H 1.80842 0.06694 -1.13418
H 0.57886 0.38624 -3.36282
H -0.66670 -0.35392 -2.29472
H -1.03293 1.12982 -3.16119
O -1.72170 2.12578 0.18093
H -2.58202 2.35176 -0.20820
H -1.04925 2.20278 -0.64792
O -0.52798 -1.63539 -0.52799
H 0.43776 -1.58704 -0.49216
H -0.65953 -2.56758 -0.31428
O -1.48724 -0.19248 1.85731
H -1.78853 -0.74213 1.12869
H -1.53095 0.76649 1.58452
O 2.13505 -1.62020 0.59250
H 1.87443 -2.45330 0.88233
H 1.86557 -1.10543 1.41922
O 0.90225 -0.44567 2.78162
H -0.09618 -0.32521 2.68738
H 1.12572 -0.06918 3.67995
*
```

***

No. 2
The following is a DFT calculation (the ωB97M-V functional and the def2-TZVPD basis) of 6 unconnected molecules or ions with the total composition C2H15NO7.

Properties
- Kohn-Sham gap (eV) = 9.8
- highest occupied orbital energy (eV) = -9.677
- E_LUMO (eV) = 0.1
- SMILES string = NCC(=O)O.O.O.O.O.O
- total energy (Eh) = -666.6397
- ΔE to the lowest compared entry with this formula, charge and spin (kJ/mol) = 35.8

Geometry as ORCA input:
```
! RIJCOSX wB97M-V def2-TZVPD def2/J DEFGRID3
* xyz 0 1
N -0.06789 -1.33674 -3.04275
C 0.52537 -0.19140 -2.34828
C 0.62208 -0.50647 -0.84836
O -0.38382 -0.61838 -0.19652
O 1.87005 -0.54332 -0.40716
H 0.49138 -2.17717 -3.05049
H -0.98561 -1.48943 -2.65268
H -0.14286 0.65739 -2.48334
H 1.47781 0.12441 -2.77053
H 1.87202 -0.58797 0.55292
O -1.26939 -2.53602 1.72222
H -2.02889 -3.02412 1.41140
H -0.59751 -2.61413 1.02562
O -2.36956 0.98501 -0.81978
H -2.50986 0.02421 -0.87018
H -3.21445 1.39688 -0.69046
O -0.12017 -0.12021 2.40772
H -0.72726 -0.61655 1.79874
H -0.84287 -0.04122 3.07567
O 1.73343 2.17370 2.28095
H 1.11218 1.65520 2.79658
H 2.20738 1.50812 1.75628
O 0.21774 2.48519 -0.02432
H 0.27619 2.44198 0.94028
H -0.49906 1.88449 -0.28518
*
```

***

No. 3
The following is a DFT calculation (the ωB97M-V functional and the def2-TZVPD basis) of a molecular structure, C2H16HfO7.

Properties
- Kohn-Sham gap (eV) = 10.0
- highest occupied orbital energy (eV) = -16.922
- E_LUMO (eV) = -7.0
- total energy (Eh) = -660.0404
- ΔE to the lowest compared entry with this formula, charge and spin (kJ/mol) = 0.0

Geometry as ORCA input:
```
! RIJCOSX wB97M-V def2-TZVPD def2/J DEFGRID3
* xyz 2 1
Hf -0.06978 0.13395 -0.17988
C -3.06501 -0.42072 0.01585
O -1.97081 0.44846 0.01448
H -3.46326 -0.60370 -0.92145
H -3.88941 -0.03407 0.64171
H -2.68083 -1.37294 0.40998
C 3.10540 -0.20758 0.97248
O 1.78414 -0.06305 0.48853
H 3.08006 -0.27078 2.08042
H 3.68922 0.62753 0.70489
H 3.41560 -1.11426 0.49309
O -0.43832 -0.07737 1.97781
H -0.14171 0.64461 2.56134
H -0.10952 -0.93636 2.36878
O 1.00765 1.39352 -1.68970
H 1.03573 1.21189 -2.65146
H 1.24156 2.33584 -1.62336
O 0.02084 -1.97374 -0.16414
H -0.41748 -2.70889 -0.69412
H 0.81076 -2.35439 0.28170
O -0.76402 -0.51048 -2.16766
H -1.60260 -0.23980 -2.49767
H -0.51282 -1.18596 -2.73761
O -0.03183 2.09917 0.57559
H -0.70940 2.78501 0.53680
H 0.67585 2.39410 1.20359
*
```

***

No. 4
The following is a DFT calculation (the ωB97M-V functional and the def2-TZVPD basis) of 5 unconnected molecules or ions with the total composition C2H16NO4.

Properties
- Kohn-Sham gap (eV) = 11.6
- highest occupied orbital energy (eV) = -14.526
- E_LUMO (eV) = -2.9
- total energy (Eh) = -441.2762
- ΔE to the lowest compared entry with this formula, charge and spin (kJ/mol) = 82.0

Geometry as ORCA input:
```
! RIJCOSX wB97M-V def2-TZVPD def2/J DEFGRID3
* xyz 1 1
C 0.32971 -0.52431 2.66588
N 0.48098 -0.11389 1.25946
C 0.02344 1.28971 1.00563
H 0.74960 -1.52770 2.75099
H 0.95769 0.04410 3.37132
H -0.71391 -0.49562 2.98241
H 0.06400 -0.80783 0.62057
H 1.47195 -0.14032 0.97371
H -1.05437 1.30836 0.83917
H 0.46853 1.73538 0.11438
H 0.28184 1.86600 1.90318
H 1.72247 0.48491 -2.15802
H 1.37849 -0.54093 -3.23986
O 1.62636 -0.45908 -2.31375
H 2.44563 -2.62177 0.03860
H 1.50449 -1.79514 -0.76514
O 1.56401 -2.23066 0.09884
H -1.46329 -1.53113 -1.81456
H -1.53542 0.04758 -1.82510
O -1.00008 -0.71576 -1.58225
H -3.81677 2.03666 -1.39096
H -2.52253 2.77149 -1.71395
O -2.96279 1.91995 -1.82057
*
```

***

No. 5
The following is a DFT calculation (the ωB97M-V functional and the def2-TZVPD basis) of 6 unconnected molecules or ions with the total composition C2H16O5.

Properties
- Kohn-Sham gap (eV) = 11.2
- highest occupied orbital energy (eV) = -10.711
- E_LUMO (eV) = 0.5
- SMILES string = CC.O.O.O.O.O
- total energy (Eh) = -461.9907
- ΔE to the lowest compared entry with this formula, charge and spin (kJ/mol) = 0.0

Geometry as ORCA input:
```
! RIJCOSX wB97M-V def2-TZVPD def2/J DEFGRID3
* xyz 0 1
C -0.49126 1.59687 0.66102
C -0.44167 0.39338 1.61772
H -1.29404 1.51738 -0.06851
H 0.45038 1.65416 0.09877
H -0.60168 2.53252 1.20988
H -0.26380 -0.50947 1.03217
H 0.36943 0.49872 2.32347
H -1.44003 0.34376 2.04819
O 2.89109 -0.03191 1.70551
H 2.36598 0.69913 1.36281
H 3.45556 0.35790 2.37016
O -3.56863 0.04223 0.83879
H -4.37964 0.49507 0.63797
H -3.12991 -0.12990 -0.02420
O 3.04635 -0.55648 -1.08588
H 3.59474 -1.06178 -1.68775
H 2.84798 -1.11609 -0.34580
O -2.11730 -0.91739 -1.33888
H -1.15624 -0.85446 -1.53115
H -2.19010 -1.81470 -1.00364
O 0.50859 -0.35726 -2.06745
H 0.21040 0.52284 -2.30162
H 1.43505 -0.22625 -1.81664
*
```

***

No. 6
The following is a DFT calculation (the ωB97M-V functional and the def2-TZVPD basis) of 6 unconnected molecules or ions with the total composition C2H16O5S.

Properties
- Kohn-Sham gap (eV) = 9.3
- highest occupied orbital energy (eV) = -8.907
- E_LUMO (eV) = 0.4
- SMILES string = CCS.O.O.O.O.O
- total energy (Eh) = -860.1909
- ΔE to the lowest compared entry with this formula, charge and spin (kJ/mol) = 0.0

Geometry as ORCA input:
```
! RIJCOSX wB97M-V def2-TZVPD def2/J DEFGRID3
* xyz 0 1
C -1.93091 -1.77664 -0.14636
C -1.44873 -0.43499 0.46204
S -2.33441 1.02969 -0.22685
H -1.81289 -1.79369 -1.21262
H -2.96798 -1.88778 0.01384
H -1.39875 -2.59610 0.29769
H -1.65908 -0.40305 1.53513
H -0.39140 -0.27283 0.29831
H -1.73467 0.93445 -1.36876
O 0.94246 1.10721 2.21845
H 0.06313 1.52778 2.36436
H 1.23514 1.46691 1.32429
O 2.24136 -1.07570 -0.87016
H 3.20363 -1.45495 -1.07332
H 2.07332 -1.33974 -0.00932
O 1.77795 1.70341 -0.35401
H 1.02845 1.69381 -0.97691
H 2.19291 0.86484 -0.56352
O 1.62135 -1.52401 1.72103
H 1.38102 -0.61889 2.06229
H 0.96039 -2.11778 2.07106
O 0.22625 0.20174 -2.43103
H 0.90633 -0.36268 -2.02902
H 0.07396 -0.14685 -3.27235
*
```

***

No. 7
The following is a DFT calculation (the ωB97M-V functional and the def2-TZVPD basis) of 6 unconnected molecules or ions with the total composition C2H16O5S2.

Properties
- Kohn-Sham gap (eV) = 9.5
- highest occupied orbital energy (eV) = -9.085
- E_LUMO (eV) = 0.4
- SMILES string = CSSC.O.O.O.O.O
- total energy (Eh) = -1258.3574
- ΔE to the lowest compared entry with this formula, charge and spin (kJ/mol) = 0.0

Geometry as ORCA input:
```
! RIJCOSX wB97M-V def2-TZVPD def2/J DEFGRID3
* xyz 0 1
C -0.82762 2.43666 0.37982
S 0.77946 2.60749 1.18343
S 0.82692 1.13055 2.56816
C 1.70162 -0.20500 1.71238
H -0.70576 3.07666 -0.48394
H -0.89052 1.40113 0.03761
H -1.65565 2.76996 0.97600
H 2.73306 0.03340 1.81003
H 1.52865 -1.19894 2.16764
H 1.74261 -0.39216 0.62149
O -2.95516 0.15569 -0.55837
H -3.77680 0.51970 -0.21275
H -2.80242 0.14895 -1.52453
O -0.90138 -1.63516 0.19986
H -0.68431 -0.83769 0.70498
H -1.82602 -1.41327 -0.04639
O -1.47445 -0.62060 -3.22074
H -1.13806 -1.54161 -3.16549
H -0.63859 -0.15463 -3.08098
O 1.46744 -3.22270 -0.94113
H 1.21348 -3.96998 -0.36877
H 0.80867 -2.61722 -0.58211
O 0.49146 -2.69840 -3.38909
H 1.17991 -2.13706 -3.68558
H 0.58046 -2.95410 -2.46066
*
```

***

No. 8
The following is a DFT calculation (the ωB97M-V functional and the def2-TZVPD basis) of 7 unconnected molecules or ions with the total composition C2H16O6.

Properties
- Kohn-Sham gap (alpha / beta) (eV) = 2.6 / 10.7
- highest occupied orbital energy (alpha / beta) (eV) = 0.731 / -7.561
- E_LUMO (alpha / beta) (eV) = 3.3 / 3.1
- total energy (Eh) = -537.1662

Geometry as ORCA input:
```
! RIJCOSX wB97M-V def2-TZVPD def2/J DEFGRID3
* xyz -1 2
C -2.12394 -2.08673 2.39617
C -2.24497 -1.88867 3.69551
H -2.63433 -1.61931 1.56173
H -1.25718 -2.60409 1.98774
H -2.92036 -1.17809 4.15558
H -1.74252 -2.54981 4.38594
H 0.57476 2.71618 -1.26077
H 1.70472 1.73701 -1.65192
O 0.89250 2.16826 -1.98955
H 0.09838 2.35804 2.27793
H -1.15759 1.84055 1.46131
O -0.70385 2.61232 1.80755
H -0.64817 -0.58871 -2.63412
H 0.09507 0.51727 -1.68094
O -0.34304 -0.35357 -1.75837
H 3.53592 0.83561 0.14358
H 2.19318 0.45715 0.37364
O 2.66093 1.08171 -0.22732
H 0.45371 0.66804 -5.14571
H 0.91942 0.66371 -3.69624
O 0.28783 0.24475 -4.29755
H 0.65066 -2.34313 0.39479
H 0.55282 -1.14017 -0.48360
O 1.15605 -1.54833 0.18459
*
```

***

No. 9
The following is a DFT calculation (the ωB97M-V functional and the def2-TZVPD basis) of 6 unconnected molecules or ions with the total composition C2H16O6.

Properties
- Kohn-Sham gap (eV) = 10.6
- highest occupied orbital energy (eV) = -10.283
- E_LUMO (eV) = 0.3
- SMILES string = CCO.O.O.O.O.O
- total energy (Eh) = -537.1841
- ΔE to the lowest compared entry with this formula, charge and spin (kJ/mol) = 160.2

Geometry as ORCA input:
```
! RIJCOSX wB97M-V def2-TZVPD def2/J DEFGRID3
* xyz 0 1
C 4.06311 0.62036 -0.11335
C 4.48045 1.89013 -0.74404
O 4.52914 1.83570 -2.09977
H 4.46340 0.66487 0.89952
H 4.15574 -0.29754 -0.69381
H 2.98153 0.72440 -0.02704
H 5.46315 2.16376 -0.35996
H 3.78168 2.64966 -0.39339
H 3.78947 2.35665 -2.42087
O -4.97216 -1.90485 -3.25235
H -5.15614 -1.57864 -4.13324
H -4.02440 -1.81229 -3.15524
O -6.41091 0.56444 2.46261
H -6.81902 -0.20318 2.06207
H -7.14648 1.11850 2.72376
O -1.69039 -0.80649 1.50419
H -1.52654 -1.01790 0.58512
H -2.59277 -0.48762 1.51991
O 0.91381 0.05467 4.48507
H 0.17074 -0.13713 5.05717
H 0.60318 -0.16451 3.60660
O -0.07074 -2.05594 -2.44355
H 0.41866 -2.77026 -2.85155
H 0.59550 -1.40678 -2.21788
*
```

***

No. 10
The following is a DFT calculation (the ωB97M-V functional and the def2-TZVPD basis) of a single C2H16Si5 molecule.

Properties
- Kohn-Sham gap (eV) = 9.6
- highest occupied orbital energy (eV) = -9.286
- E_LUMO (eV) = 0.3
- SMILES string = C[Si@@H]([SiH3])[Si@@H](C)[SiH2][SiH3]
- total energy (Eh) = -1533.1185
- ΔE to the lowest compared entry with this formula, charge and spin (kJ/mol) = 149.7

Geometry as ORCA input:
```
! RIJCOSX wB97M-V def2-TZVPD def2/J DEFGRID3
* xyz 0 1
C -0.91632 -2.34025 1.92515
Si 0.02139 -0.72957 1.39811
Si 2.23695 -0.84302 1.91303
Si -0.27935 -0.57528 -0.98806
C -2.15790 -0.57540 -1.44313
Si 0.91759 1.11793 -2.06117
Si 0.21856 3.30001 -1.33102
H -0.30516 -3.09059 1.56350
H -0.85590 -2.48522 2.92585
H -1.87041 -2.21108 1.49673
H -0.41582 0.34533 2.15880
H 2.85996 0.30772 1.21161
H 2.74962 -0.90199 3.22064
H 2.77524 -2.08030 1.20295
H 0.01569 -2.08809 -1.46746
H -2.79589 0.06628 -0.87646
H -2.36661 -0.32317 -2.39055
H -2.57990 -1.57749 -1.33980
H 0.59404 0.53449 -3.41906
H 2.47235 1.32285 -2.19350
H 0.73863 4.65801 -1.59534
H 0.39799 3.01781 0.09619
H -1.41253 3.27716 -1.39771
*
```

***

No. 11
The following is a DFT calculation (the ωB97M-V functional and the def2-TZVPD basis) of 5 unconnected molecules or ions with the total composition C2H17N2O4.

Properties
- Kohn-Sham gap (eV) = 10.3
- highest occupied orbital energy (eV) = -12.963
- E_LUMO (eV) = -2.7
- total energy (Eh) = -496.6423
- ΔE to the lowest compared entry with this formula, charge and spin (kJ/mol) = 35.9

Geometry as ORCA input:
```
! RIJCOSX wB97M-V def2-TZVPD def2/J DEFGRID3
* xyz 1 1
N -1.61320 0.10860 1.15343
C -1.69660 -0.80619 -0.06317
C -0.44951 -0.65972 -0.92021
N -0.74279 -1.35125 -2.16909
H -0.98245 -0.19547 1.93638
H -1.35052 1.05702 0.88372
H -2.55409 0.14263 1.56795
H -1.77651 -1.87676 0.15234
H -2.60594 -0.48691 -0.58968
H -0.27680 0.45873 -1.01576
H 0.51386 -0.97482 -0.49152
H -0.41406 -0.93907 -3.01539
H -0.33867 -2.27928 -2.11715
H -1.48178 3.66043 -0.33297
H -0.05092 3.16728 -0.43919
O -0.93720 2.88061 -0.17740
H 2.61437 2.25193 -1.45290
H 1.86633 1.02719 -1.97700
O 1.96564 1.58677 -1.19677
H 0.90996 -1.75134 2.05485
H 0.87454 -0.75891 3.17581
O 0.28356 -1.31453 2.65040
H 3.13978 -1.44332 1.36832
H 2.67943 -0.48070 0.12990
O 2.42356 -1.02294 0.88510
*
```

***

No. 12
The following is a DFT calculation (the ωB97M-V functional and the def2-TZVPD basis) of 5 unconnected molecules or ions with the total composition C2H17N2O4.

Properties
- Kohn-Sham gap (eV) = 10.7
- highest occupied orbital energy (eV) = -13.546
- E_LUMO (eV) = -2.8
- total energy (Eh) = -496.6295
- ΔE to the lowest compared entry with this formula, charge and spin (kJ/mol) = 69.6

Geometry as ORCA input:
```
! RIJCOSX wB97M-V def2-TZVPD def2/J DEFGRID3
* xyz 1 1
N 0.01818 -0.38651 0.74350
C -1.04544 -1.18487 0.06011
C -1.41538 -0.57669 -1.27662
N -2.51880 -1.32638 -1.85312
H 0.60934 -0.89549 1.41453
H 0.69077 -0.12915 0.01102
H -0.31654 0.48011 1.16717
H -0.83068 -2.25312 0.01739
H -1.91399 -1.24071 0.71567
H -1.69782 0.46846 -1.11749
H -0.49544 -0.54466 -1.86636
H -3.29959 -0.70069 -2.01677
H -2.21889 -1.68780 -2.75159
H 0.01303 1.03031 4.03598
H -0.53987 1.94814 2.89032
O -0.06782 1.13227 3.08567
H 0.59371 2.19686 -0.74816
H 1.37674 3.43225 -0.42072
O 0.62152 2.91908 -0.11209
H 2.56447 -1.24232 2.68111
H 2.78323 -2.17510 1.48541
O 2.41727 -1.31442 1.72667
H 2.13447 0.95753 -3.15229
H 0.82659 0.36962 -2.39543
O 1.71092 0.72328 -2.32394
*
```